A cluster of 9 separate species, C72H160N9O3 in total. Source: OMol25; level of theory: the ωB97M-V functional and the def2-TZVPD basis.

Cartesian coordinates (Å):
N1 -1.000 0.169 0.377
O1 -1.110 0.161 1.618
O2 0.084 0.314 -0.115
O3 -1.945 0.077 -0.357
C1 -1.881 0.139 -12.816
C2 -2.447 0.898 -11.607
C3 -3.014 0.023 -10.516
C4 -1.972 -0.918 -9.795
N2 -2.584 -1.603 -8.517
C5 -2.872 -0.657 -7.350
C6 -1.776 -1.075 -6.315
C7 -1.392 -2.525 -6.579
C8 -1.515 -2.660 -8.059
C9 -3.907 -2.334 -8.810
H1 -0.891 -0.266 -12.607
H2 -1.690 0.634 -13.768
H3 -2.528 -0.691 -13.100
H4 -3.244 1.561 -11.944
H5 -1.716 1.626 -11.254
H6 -3.852 -0.587 -10.854
H7 -3.525 0.660 -9.794
H8 -1.170 -0.398 -9.271
H9 -1.429 -1.624 -10.423
H10 -3.787 -0.846 -6.788
H11 -2.755 0.380 -7.665
H12 -2.102 -0.783 -5.317
H13 -0.908 -0.422 -6.412
H14 -2.086 -3.260 -6.170
H15 -0.449 -2.781 -6.098
H16 -1.844 -3.654 -8.362
H17 -0.617 -2.330 -8.581
H18 -3.958 -3.084 -8.021
H19 -3.735 -2.816 -9.773
H20 -4.756 -1.653 -8.863
C10 -9.813 -6.921 -2.197
C11 -9.699 -5.369 -1.949
C12 -8.264 -4.851 -1.975
C13 -7.503 -4.540 -0.693
N3 -5.963 -4.439 -0.795
C14 -5.364 -5.842 -0.849
C15 -3.980 -5.791 -0.151
C16 -3.978 -4.538 0.717
C17 -5.378 -3.940 0.512
C18 -5.480 -3.565 -1.933
H21 -9.132 -7.524 -1.596
H22 -9.411 -7.064 -3.200
H23 -10.824 -7.311 -2.079
H24 -10.035 -5.092 -0.950
H25 -10.359 -4.872 -2.661
H26 -8.244 -3.954 -2.594
H27 -7.578 -5.543 -2.463
H28 -7.687 -5.352 0.010
H29 -7.781 -3.583 -0.251
H30 -5.460 -6.149 -1.890
H31 -6.020 -6.499 -0.278
H32 -3.175 -5.694 -0.880
H33 -3.832 -6.765 0.315
H34 -3.382 -3.711 0.329
H35 -3.756 -4.696 1.773
H36 -5.370 -2.855 0.613
H37 -5.904 -4.426 1.333
H38 -4.391 -3.573 -1.949
H39 -5.858 -2.555 -1.774
H40 -5.778 -3.997 -2.889
C19 -2.990 8.640 6.735
C20 -4.327 7.945 6.704
C21 -4.292 6.421 6.308
C22 -5.694 5.802 6.097
N4 -5.728 4.320 5.579
C23 -4.763 4.014 4.439
C24 -5.424 2.841 3.707
C25 -6.947 3.163 3.782
C26 -7.134 4.054 5.055
C27 -5.619 3.405 6.770
H41 -2.232 8.126 7.327
H42 -3.063 9.636 7.171
H43 -2.549 8.760 5.746
H44 -4.934 8.558 6.038
H45 -4.929 8.019 7.610
H46 -3.726 5.840 7.036
H47 -3.770 6.408 5.351
H48 -6.129 6.352 5.261
H49 -6.394 5.929 6.922
H50 -3.790 3.667 4.787
H51 -4.688 4.912 3.827
H52 -5.163 1.923 4.232
H53 -4.975 2.730 2.720
H54 -7.603 2.295 3.854
H55 -7.359 3.607 2.876
H56 -7.750 3.610 5.837
H57 -7.719 4.897 4.688
H58 -5.777 2.379 6.437
H59 -6.366 3.742 7.489
H60 -4.612 3.651 7.107
C28 0.546 2.544 8.570
C29 1.151 1.990 7.186
C30 0.344 0.851 6.614
C31 0.421 -0.352 7.498
N5 -0.298 -1.593 6.970
C32 -1.749 -1.307 6.657
C33 -2.554 -2.549 6.997
C34 -1.651 -3.497 7.784
C35 -0.412 -2.684 8.057
C36 0.313 -2.293 5.746
H61 0.678 1.727 9.280
H62 -0.482 2.903 8.607
H63 1.141 3.358 8.985
H64 2.226 1.856 7.303
H65 1.091 2.814 6.475
H66 0.738 0.677 5.613
H67 -0.657 1.269 6.510
H68 0.077 -0.041 8.485
H69 1.440 -0.719 7.617
H70 -1.890 -1.062 5.604
H71 -2.048 -0.483 7.305
H72 -2.960 -2.932 6.061
H73 -3.479 -2.209 7.463
H74 -1.381 -4.396 7.231
H75 -2.217 -3.786 8.669
H76 0.546 -3.199 7.993
H77 -0.431 -2.179 9.023
H78 1.341 -2.534 6.018
H79 0.204 -1.599 4.912
H80 -0.237 -3.215 5.558
C37 2.599 -4.833 1.277
C38 4.007 -5.172 0.688
C39 4.939 -5.668 1.784
C40 4.534 -7.036 2.490
N6 5.233 -7.307 3.815
C41 4.679 -8.647 4.381
C42 4.379 -8.360 5.847
C43 4.977 -6.949 6.070
C44 4.862 -6.146 4.804
C45 6.754 -7.357 3.546
H81 2.028 -4.316 0.505
H82 2.598 -4.204 2.168
H83 1.921 -5.660 1.486
H84 4.426 -4.290 0.204
H85 3.924 -5.959 -0.061
H86 4.945 -4.850 2.504
H87 5.961 -5.801 1.428
H88 4.839 -7.903 1.904
H89 3.452 -7.072 2.616
H90 5.480 -9.385 4.338
H91 3.871 -9.044 3.765
H92 4.800 -9.139 6.482
H93 3.351 -8.535 6.164
H94 6.057 -7.015 6.208
H95 4.550 -6.352 6.875
H96 5.500 -5.294 4.566
H97 3.829 -5.881 4.580
H98 7.189 -7.846 4.418
H99 7.092 -6.331 3.402
H100 6.958 -8.106 2.781
C46 4.444 -0.940 -5.680
C47 4.351 0.050 -4.473
C48 4.591 1.497 -4.856
C49 6.043 1.826 -4.894
N7 6.281 3.091 -5.808
C50 6.215 2.764 -7.338
C51 7.474 3.292 -7.955
C52 8.518 3.192 -6.892
C53 7.775 3.570 -5.584
C54 5.450 4.298 -5.421
H101 5.236 -0.714 -6.394
H102 3.583 -0.880 -6.347
H103 4.573 -1.968 -5.341
H104 4.915 -0.278 -3.599
H105 3.298 0.071 -4.192
H106 4.071 2.121 -4.128
H107 3.985 1.769 -5.720
H108 6.576 0.986 -5.341
H109 6.386 2.137 -3.907
H110 5.277 3.059 -7.808
H111 6.160 1.677 -7.282
H112 7.415 4.273 -8.428
H113 7.776 2.778 -8.868
H114 9.254 3.992 -6.969
H115 9.092 2.267 -6.941
H116 7.840 4.647 -5.427
H117 8.144 3.031 -4.711
H118 5.590 5.010 -6.234
H119 5.892 4.818 -4.570
H120 4.408 3.983 -5.387
C55 11.312 3.403 3.477
C56 11.204 2.016 4.167
C57 9.770 1.276 4.136
C58 9.126 1.215 2.768
N8 7.606 0.816 2.717
C59 6.910 0.669 1.288
C60 5.472 1.223 1.368
C61 5.315 1.572 2.899
C62 6.733 1.893 3.444
C63 7.325 -0.520 3.477
H121 12.347 3.738 3.545
H122 10.677 4.122 3.995
H123 11.007 3.410 2.431
H124 11.465 2.035 5.225
H125 11.985 1.390 3.735
H126 9.110 1.679 4.904
H127 10.001 0.260 4.455
H128 9.583 0.599 1.993
H129 9.133 2.198 2.298
H130 7.051 -0.339 0.898
H131 7.456 1.257 0.550
H132 4.759 0.450 1.079
H133 5.438 2.200 0.885
H134 4.782 0.809 3.466
H135 4.711 2.465 3.067
H136 6.707 1.810 4.530
H137 6.972 2.884 3.058
H138 6.300 -0.877 3.376
H139 7.472 -0.364 4.546
H140 8.085 -1.220 3.130
C64 -0.849 4.635 -0.516
C65 -1.914 5.540 -1.249
C66 -2.991 4.722 -1.974
C67 -4.118 5.591 -2.747
N9 -5.184 4.683 -3.522
C68 -4.572 4.066 -4.814
C69 -5.157 4.735 -6.037
C70 -6.595 4.854 -5.527
C71 -6.379 5.476 -4.065
C72 -5.617 3.467 -2.670
H141 -0.266 5.078 0.291
H142 -0.119 4.267 -1.237
H143 -1.313 3.739 -0.104
H144 -1.274 6.124 -1.912
H145 -2.353 6.220 -0.518
H146 -3.530 4.112 -1.249
H147 -2.483 4.068 -2.683
H148 -3.654 6.283 -3.449
H149 -4.719 6.148 -2.028
H150 -4.814 3.022 -5.010
H151 -3.482 4.066 -4.848
H152 -5.064 4.112 -6.927
H153 -4.670 5.691 -6.228
H154 -7.035 3.863 -5.411
H155 -7.200 5.441 -6.219
H156 -7.179 5.280 -3.351
H157 -6.037 6.511 -4.065
H158 -6.487 2.963 -3.090
H159 -5.916 3.771 -1.667
H160 -4.778 2.774 -2.606

Calculated values
Gap between HOMO and LUMO, eV: 6.697
Energy relative to the best compared isomer or geometry (same formula, charge and spin), kJ/mol: 156.3
Net charge: +7
Strongest force on any atom, eV/A: 4.15
Highest occupied orbital energy, Ha: -0.63569

Atomic partial charges in e from the Mulliken method, atoms 1 to 8:
1. N 0.96
2. O -0.67
3. O -0.63
4. O -0.65
5. C -1.22
6. C -0.62
7. C -0.60
8. C -0.88